1.
DFT (ωB97M-V/def2-TZVPD) results for a structure of composition C25H40BaNOP.

The geometry in ORCA input format:
```
! RIJCOSX wB97M-V def2-TZVPD def2/J DEFGRID3
* xyz 0 1
C 2.327 -3.961 -1.691
C 3.078 -2.805 -1.582
C 2.502 -1.632 -1.127
C 1.239 -1.885 -0.829
C 0.350 -2.876 -0.905
C 0.982 -4.019 -1.369
C 3.259 -0.336 -1.094
C 2.511 0.925 -1.551
N 2.575 1.214 -2.963
Ba 0.217 -0.053 0.343
C -1.171 -2.771 -0.692
P -1.843 -1.198 -1.384
H 4.101 -2.733 -1.870
H 0.377 -4.896 -1.496
H 2.814 -4.854 -2.050
H -1.434 -2.860 0.391
H -1.682 -3.588 -1.227
H 3.666 -0.101 -0.087
H 4.130 -0.453 -1.759
H 1.433 0.879 -1.372
C -3.495 -0.957 -0.917
C -1.561 -1.229 -3.105
H 2.849 1.799 -0.989
C 1.851 0.290 -3.827
C 2.279 2.609 -3.261
H -1.276 1.376 0.990
H 2.048 0.555 -4.876
H 2.176 -0.741 -3.654
H 0.753 0.337 -3.674
H 2.484 2.806 -4.316
H 1.228 2.873 -3.056
H 2.920 3.248 -2.646
H -2.229 -1.998 -3.483
H -1.812 -0.249 -3.535
H -0.522 -1.462 -3.364
H -4.030 -1.768 -1.395
H -3.636 -0.976 0.170
H -3.831 0.014 -1.298
H -0.935 1.843 0.320
C 2.731 -2.007 3.357
C 1.644 -2.776 4.108
C 2.241 -3.387 5.380
C 0.437 -1.890 4.381
C 0.149 -1.466 5.666
C -0.906 -0.607 5.965
C -1.706 -0.156 4.928
C -1.495 -0.526 3.607
C -2.491 0.121 2.651
C -3.947 -0.319 2.922
C -2.468 1.660 2.742
C -0.389 -1.421 3.295
O -0.093 -1.765 2.087
H 3.070 -1.166 3.969
H 2.369 -1.613 2.405
H 3.585 -2.653 3.156
H 1.297 -3.618 3.490
H 2.671 -2.620 6.025
H 1.492 -3.944 5.940
H 3.041 -4.081 5.123
H 0.748 -1.785 6.526
H -1.103 -0.288 6.992
H -2.528 0.523 5.206
H -2.254 -0.259 1.640
H -4.289 0.019 3.905
H -4.614 0.122 2.175
H -4.056 -1.406 2.874
H -1.458 2.077 2.685
H -3.073 2.106 1.948
H -2.875 2.023 3.691
*
```

HOMO level = -5.8 eV

***

2.
DFT (ωB97M-V/def2-TZVPD) results for a structure of composition C25H40BrCl3N3O3SiZn.

The geometry in ORCA input format:
```
! RIJCOSX wB97M-V def2-TZVPD def2/J DEFGRID3
* xyz -1 1
C 1.121 -2.033 -3.960
C 0.857 -0.750 -3.253
H 1.228 -1.838 -5.033
H 0.302 -2.757 -3.832
H 2.051 -2.498 -3.619
C 0.278 0.293 -3.883
C -0.129 0.271 -5.315
H 0.137 1.242 -3.373
H -0.895 -0.497 -5.501
H 0.710 0.082 -6.001
H -0.560 1.242 -5.593
Zn 4.528 -0.925 1.623
Cl 3.769 0.888 2.430
Cl -1.505 -3.517 -1.855
C -0.093 2.346 2.202
O -1.249 1.915 2.026
N 0.198 3.619 2.541
C -0.852 4.619 2.617
C 1.568 4.113 2.565
H 0.801 1.700 2.086
H -1.811 4.122 2.771
H -0.888 5.221 1.697
H -0.629 5.294 3.450
H 2.269 3.277 2.673
H 1.683 4.807 3.410
H 1.810 4.660 1.639
H -2.722 -1.113 -2.807
H -2.472 1.773 -2.318
C -3.524 -0.881 -2.095
C -3.227 1.503 -1.562
N -3.067 0.116 -1.146
H -3.805 -1.787 -1.561
C -2.708 -0.233 0.131
O -2.647 -1.395 0.542
H -3.126 2.163 -0.693
H -2.465 0.637 0.780
H -4.366 -0.467 -2.655
H -4.216 1.630 -2.019
O 0.240 -1.543 -1.073
C 1.202 -0.726 -1.773
C 0.003 1.337 -0.940
C 1.204 0.694 -1.206
H -0.894 0.724 -0.896
C -0.041 2.724 -0.866
H 2.204 -1.177 -1.609
C 2.403 1.402 -1.099
H -1.002 3.236 -0.757
C 1.142 3.460 -0.968
C 2.378 2.799 -1.021
H 3.353 0.839 -1.124
H 1.107 4.560 -0.988
H 3.313 3.374 -1.013
Si 0.278 -3.153 -0.710
Cl 5.133 -2.678 0.786
C -0.284 -4.614 0.513
C 1.266 -2.650 0.944
C 1.546 -4.230 -1.640
H -0.660 -5.445 -0.098
H -1.075 -4.232 1.170
H 0.523 -5.017 1.145
H 1.196 -4.467 -2.649
H 1.615 -5.182 -1.089
H 2.561 -3.824 -1.704
H 0.658 -1.926 1.501
H 2.228 -2.155 0.736
H 1.501 -3.459 1.655
Br -3.947 -0.857 4.430
C -2.061 -0.725 4.315
C -1.331 0.017 5.249
C 0.044 0.144 5.099
C 0.654 -0.478 4.006
N -0.058 -1.193 3.143
C -1.367 -1.338 3.254
H -1.875 0.493 6.062
H 0.661 0.727 5.788
H 1.728 -0.389 3.823
H -1.899 -1.913 2.498
*
```

HOMO level = -3.6 eV

***

3.
DFT (ωB97M-V/def2-TZVPD) results for a structure of composition C25H40BrN2O8P2V.

The geometry in ORCA input format:
```
! RIJCOSX wB97M-V def2-TZVPD def2/J DEFGRID3
* xyz 3 2
V 0.644 -0.442 -0.708
C -0.104 -1.358 3.663
C 0.500 -0.005 3.933
C 1.357 0.083 5.165
O 1.352 0.414 2.735
P 2.347 -0.378 1.889
O 1.678 -1.140 0.712
C 3.420 0.845 1.121
P 2.638 1.983 -0.028
O 1.647 1.128 -0.872
O 3.618 2.577 -1.040
C 4.641 3.704 -0.799
C 4.572 4.570 -2.022
C 5.967 3.041 -0.551
O 1.937 3.019 0.866
C 1.172 4.238 0.367
C -0.287 3.868 0.365
C 1.536 5.357 1.302
O 3.146 -1.334 2.777
C 4.162 -2.379 2.338
C 5.473 -1.982 2.958
C 3.619 -3.704 2.797
H -0.805 -1.587 4.467
H 0.653 -2.144 3.664
H -0.656 -1.377 2.722
H -0.249 0.783 3.906
H 2.129 -0.685 5.169
H 0.722 -0.074 6.039
H 1.811 1.067 5.260
H 4.198 0.308 0.571
H 3.899 1.430 1.913
H 4.270 4.221 0.087
H 4.874 4.024 -2.913
H 5.263 5.404 -1.886
H 3.576 4.984 -2.168
H 6.280 2.452 -1.411
H 5.947 2.413 0.340
H 6.715 3.818 -0.383
H 1.548 4.418 -0.642
H -0.624 3.616 1.370
H -0.489 3.038 -0.314
H -0.869 4.724 0.021
H 1.214 5.135 2.319
H 1.028 6.265 0.976
H 2.607 5.556 1.301
H 4.189 -2.313 1.247
H 5.404 -1.985 4.045
H 5.802 -0.999 2.623
H 6.235 -2.706 2.665
H 3.534 -3.730 3.883
H 4.306 -4.495 2.494
H 2.643 -3.914 2.358
Br -3.091 -4.153 -3.198
C -3.803 -2.694 -2.260
C -5.169 -2.412 -2.326
C -5.708 -1.338 -1.630
C -4.895 -0.528 -0.862
C -3.517 -0.821 -0.809
C -2.967 -1.904 -1.501
C -2.795 0.075 0.017
O -2.729 0.943 0.742
O -0.900 -0.433 -0.302
H -5.814 -3.044 -2.924
H -6.768 -1.136 -1.690
H -5.305 0.310 -0.316
H -1.918 -2.142 -1.442
N 0.819 -3.747 -0.907
C 0.910 -3.135 -2.103
C 0.978 -3.871 -3.304
C 1.040 -3.206 -4.496
C 1.038 -1.796 -4.527
C 0.966 -1.134 -3.346
N 0.901 -1.786 -2.139
H 0.846 -4.752 -0.867
H 0.997 -3.248 -0.050
H 0.988 -4.951 -3.255
H 1.098 -3.764 -5.421
H 1.096 -1.251 -5.458
H 0.980 -0.047 -3.302
*
```

HOMO level (alpha / beta) = -16.7 / -16.7 eV

***

4.
DFT (ωB97M-V/def2-TZVPD) results for a structure of composition C25H40BrNOOsP2.

The geometry in ORCA input format:
```
! RIJCOSX wB97M-V def2-TZVPD def2/J DEFGRID3
* xyz 4 5
C -2.219 -2.959 3.176
C -0.948 -2.853 2.583
C 0.034 -3.817 2.916
C -0.312 -4.814 3.845
N -1.526 -4.912 4.396
C -2.454 -4.010 4.079
C -0.684 -1.730 1.740
C -1.232 -0.483 1.628
C -1.685 0.757 2.099
C -2.124 1.609 1.064
C -2.036 2.975 1.198
C -1.526 3.464 2.405
C -1.050 2.654 3.461
C -1.149 1.266 3.318
Os -0.050 -0.820 0.255
P -0.967 -0.379 -1.774
H 1.030 -3.798 2.460
H -3.024 -2.268 2.922
H 0.418 -5.570 4.134
H -3.437 -4.127 4.537
H -0.692 0.564 4.010
H -2.331 1.159 0.093
H -0.590 3.105 4.334
H -2.311 3.608 0.361
C -0.459 1.145 -2.659
C -0.014 0.966 -4.108
H 0.342 1.598 -2.049
H -1.316 1.842 -2.589
H 0.226 1.965 -4.504
H 0.904 0.370 -4.192
H -0.804 0.527 -4.735
C -0.005 -1.848 -2.342
C -0.881 -3.045 -2.705
H 0.670 -2.111 -1.480
H 0.619 -1.489 -3.171
H -0.233 -3.922 -2.838
H -1.625 -3.282 -1.929
H -1.390 -2.873 -3.661
C -2.750 -0.550 -2.074
C -3.150 -0.471 -3.542
H -3.223 0.253 -1.488
H -3.058 -1.497 -1.603
H -4.223 -0.672 -3.615
H -2.957 0.527 -3.950
H -2.624 -1.211 -4.158
Br -1.710 5.278 2.748
P 1.788 0.360 0.248
C 2.787 -0.068 -1.241
C 3.913 0.890 -1.629
H 2.049 -0.145 -2.064
H 3.163 -1.087 -1.068
H 4.137 0.764 -2.698
H 3.651 1.944 -1.476
H 4.830 0.666 -1.067
C 1.770 2.179 0.285
C 3.044 2.801 0.846
H 0.884 2.481 0.868
H 1.575 2.518 -0.747
H 2.937 3.894 0.859
H 3.232 2.462 1.868
H 3.925 2.560 0.245
C 2.333 -0.456 1.804
C 3.848 -0.360 2.010
H 1.967 -1.509 1.716
H 1.742 -0.026 2.637
H 4.090 -0.829 2.976
H 4.413 -0.864 1.220
H 4.168 0.678 2.067
O -2.402 3.378 -1.890
H -3.337 3.461 -2.162
H -1.980 4.185 -2.205
*
```

HOMO level (alpha / beta) = -20.1 / -20.7 eV

***

E (computed, Ha): -1473.22224; -7390.16220; -5888.16658; -4452.21416